# 1
17
Properties=species:S:1:pos:R:3:mulliken_charge:R:1 method="wB97M-V/def2-TZVPD" energy_ev=-7858.9067 de_lowest_kj_mol=544.8 orbital_gap_ev=7.4 lumo_ha=-0.035 charge=0 homo_energy_ev=-8.344 mol_weight_g_mol=89.14
C 0.806 -1.695 -1.951 -0.674
O 1.417 -0.662 -1.308 -0.554
H 1.228 -1.824 -2.965 0.281
H 0.938 -2.676 -1.438 0.236
H -0.293 -1.627 -2.113 0.254
C -0.535 2.341 1.105 -1.267
C -0.108 0.993 0.468 -0.250
C -0.016 -1.150 0.644 -0.399
N -0.580 -0.128 1.420 -0.377
H -1.614 2.392 1.259 0.327
H -0.024 2.480 2.058 0.340
H -0.241 3.145 0.428 0.366
H -0.598 0.964 -0.504 0.284
H 0.961 1.031 0.313 0.457
H -0.642 -1.906 0.175 0.356
H 0.893 -1.548 1.083 0.287
H -1.594 -0.130 1.326 0.332



# 2
25
Properties=species:S:1:pos:R:3:mulliken_charge:R:1 method="wB97M-V/def2-TZVPD" energy_ev=-31903.6805 orbital_gap_ev="7.5 / 8.1" lumo_ha="-0.186 / -0.169" charge=+1 homo_energy_ev="-12.504 / -12.684" mol_weight_g_mol=226.63
C -1.340 1.163 -0.032 0.534
C -0.071 1.492 -0.019 -0.095
C 2.507 -0.388 0.038 0.054
C -1.034 -1.224 0.921 -0.832
C -1.775 -0.298 -0.057 1.084
C 1.116 -0.767 -0.248 -0.032
C -2.457 2.177 -0.059 -1.477
N 0.320 -1.587 0.516 -0.199
N 2.946 -0.324 1.298 -0.329
N 1.017 -0.878 -1.721 -0.066
O 3.203 -0.108 -0.947 -0.693
F -1.660 -0.789 -1.335 -0.285
F -3.090 -0.379 0.231 -0.318
Cl 0.930 2.782 0.025 -0.108
H -1.042 -0.712 1.891 0.316
H -1.618 -2.147 1.005 0.458
H -2.063 3.187 -0.141 0.451
H -3.048 2.089 0.853 0.310
H -3.109 1.968 -0.908 0.338
H 0.796 -2.086 1.258 0.301
H 2.353 -0.487 2.092 0.196
H 3.893 -0.013 1.458 0.265
H 2.044 -0.515 -1.927 0.405
H 0.298 -0.306 -2.168 0.369
H 0.887 -1.851 -2.023 0.353



# 3
174
Properties=species:S:1:pos:R:3:mulliken_charge:R:1 method="wB97M-V/def2-TZVPD" energy_ev=-165001.3698 orbital_gap_ev=9.2 lumo_ha=0.007 charge=0 homo_energy_ev=-9.005 smiles="COP(=O)(OC)OC.COP(=O)(OC)OC.COP(=O)(OC)OC.COP(=O)(OC)OC.COP(=O)(OC)OC.COP(=O)(OC)OC.CN(C)C=O.CN(C)C=O.CN(C)C=O.CN(C)C=O.CN(C)C=O.CN(C)C=O" mol_weight_g_mol=1279.02
C -4.180 1.423 -0.484 -0.940
O -4.602 0.119 -0.739 0.782
P -5.650 -0.725 0.100 0.218
O -6.683 0.104 0.763 -0.811
O -6.182 -1.671 -1.066 0.171
C -7.502 -2.126 -1.172 -0.977
O -4.855 -1.611 1.119 -0.361
C -3.536 -2.086 0.915 0.771
H -4.111 1.994 -1.393 0.167
H -3.257 1.407 0.086 0.084
H -4.947 1.895 0.113 0.550
H -7.867 -2.049 -2.212 0.237
H -8.166 -1.693 -0.434 0.358
H -7.416 -3.189 -0.941 0.312
H -3.011 -2.028 1.866 0.082
H -3.055 -1.467 0.172 -0.299
H -3.503 -3.070 0.538 -0.123
C 7.735 4.010 -0.580 -0.646
O 7.116 3.451 -1.718 -0.350
P 5.578 3.734 -1.937 0.699
O 5.110 4.965 -1.269 -0.676
O 4.795 2.468 -1.283 0.351
C 5.120 1.104 -1.519 -0.563
O 5.471 3.605 -3.509 -0.456
C 4.242 3.487 -4.175 -0.171
H 8.604 3.370 -0.355 0.243
H 7.019 3.901 0.245 0.288
H 7.968 5.054 -0.727 0.252
H 6.207 1.040 -1.379 0.422
H 4.813 0.752 -2.511 0.244
H 4.595 0.487 -0.803 -0.017
H 4.295 3.916 -5.185 0.322
H 3.430 3.987 -3.630 -0.039
H 3.974 2.423 -4.224 0.173
C -1.268 -7.191 -0.096 -0.805
O -1.627 -5.848 -0.509 -0.040
P -1.606 -5.499 -2.069 0.367
O -2.070 -6.576 -2.947 -0.853
O -0.192 -4.943 -2.355 -0.336
C 0.376 -3.942 -1.525 0.110
O -2.461 -4.147 -2.115 0.357
C -3.869 -4.152 -2.133 -0.655
H -1.035 -7.245 0.955 0.237
H -0.390 -7.503 -0.652 0.340
H -2.084 -7.835 -0.381 0.292
H -0.417 -3.258 -1.305 0.055
H 1.164 -3.322 -1.919 -0.080
H 0.711 -4.204 -0.513 0.110
H -4.265 -5.087 -2.504 0.544
H -4.210 -3.263 -2.694 0.021
H -4.255 -4.121 -1.089 0.262
C 2.842 7.364 -4.809 -0.835
O 2.390 6.267 -3.962 0.169
P 1.014 6.319 -3.213 0.373
O 0.564 7.695 -3.024 -0.806
O 0.023 5.502 -4.144 -0.424
C 0.358 4.205 -4.668 -0.295
O 1.225 5.391 -1.978 0.163
C 2.035 5.873 -0.848 -0.709
H 2.770 8.270 -4.222 0.315
H 2.225 7.368 -5.664 0.353
H 3.897 7.189 -5.081 0.202
H -0.309 3.937 -5.481 0.369
H 0.207 3.490 -3.858 0.022
H 1.394 4.085 -4.997 0.251
H 2.480 6.836 -1.138 0.397
H 2.859 5.241 -0.549 0.272
H 1.275 6.051 -0.098 0.184
C 0.491 -0.388 2.125 0.767
O -0.242 0.244 1.070 -0.221
P 0.061 -0.060 -0.463 -0.513
O 1.080 -1.142 -0.636 0.711
O -1.343 -0.398 -0.999 0.627
C -1.746 -0.215 -2.374 -0.567
O 0.440 1.391 -1.085 -0.506
C 1.778 1.854 -0.844 0.417
H -0.175 -0.512 2.947 0.063
H 1.250 0.325 2.376 -0.185
H 0.985 -1.312 1.839 -0.297
H -0.828 -0.401 -2.949 -0.129
H -2.096 0.829 -2.520 0.089
H -2.483 -0.946 -2.686 0.057
H 1.819 2.878 -1.242 -0.244
H 2.505 1.212 -1.372 -0.183
H 1.969 1.885 0.247 0.074
C 4.865 -4.566 3.959 -0.804
O 3.895 -4.318 2.914 -0.286
P 4.213 -3.286 1.781 0.650
O 5.618 -2.892 1.545 -0.880
O 3.415 -3.931 0.602 -0.191
C 3.627 -3.334 -0.660 -0.660
O 3.338 -1.979 2.138 0.711
C 3.822 -0.684 2.392 -0.457
H 5.734 -3.915 3.777 0.375
H 5.123 -5.602 4.012 0.246
H 4.385 -4.295 4.857 0.274
H 3.328 -4.046 -1.436 0.259
H 4.695 -3.130 -0.759 0.530
H 3.118 -2.382 -0.786 0.008
H 3.735 -0.386 3.456 -0.152
H 3.321 0.066 1.814 -0.039
H 4.877 -0.534 2.101 0.453
C 0.257 -5.770 3.434 0.220
O -0.073 -6.870 3.804 -0.632
N -0.559 -4.834 2.986 0.157
C -0.024 -3.562 2.531 0.547
C -1.954 -5.040 3.075 -0.993
H 1.317 -5.506 3.359 0.402
H -0.435 -2.753 3.130 0.209
H -0.323 -3.321 1.517 -0.024
H 1.057 -3.539 2.598 -0.799
H -2.448 -5.191 2.089 0.176
H -2.121 -5.979 3.648 0.377
H -2.454 -4.194 3.553 0.316
C 4.118 -1.269 6.540 0.034
O 4.159 -2.463 6.274 -0.538
N 3.207 -0.367 6.108 0.336
C 3.239 1.015 6.444 -0.801
C 2.011 -0.813 5.501 -0.094
H 4.895 -0.784 7.134 0.310
H 3.137 1.602 5.540 0.253
H 4.219 1.384 6.843 0.316
H 2.505 1.346 7.208 0.290
H 1.148 -0.791 6.194 0.483
H 1.682 -0.076 4.765 -0.751
H 2.172 -1.822 5.117 0.249
C 0.995 3.454 3.332 0.120
O 1.830 2.576 3.239 -0.489
N -0.025 3.435 4.173 0.240
C -1.117 4.421 4.197 -0.725
C -0.210 2.385 5.209 -0.260
H 1.008 4.392 2.728 0.208
H -1.278 4.808 5.216 0.295
H -1.981 3.865 3.901 0.117
H -0.896 5.286 3.590 0.335
H 0.579 1.628 5.264 -0.174
H -0.249 2.913 6.156 0.514
H -1.133 1.826 5.115 -0.112
C -3.058 -0.001 5.062 -0.221
O -2.081 -0.551 4.556 -0.494
N -3.693 1.065 4.518 0.501
C -4.880 1.634 5.233 -0.953
C -3.442 1.376 3.105 -1.392
H -3.375 -0.159 6.074 0.278
H -5.753 1.635 4.575 0.318
H -4.774 2.664 5.497 0.299
H -5.084 0.992 6.098 0.307
H -3.998 0.751 2.373 0.633
H -3.619 2.408 2.794 0.403
H -2.361 1.253 2.927 0.155
C -4.481 0.526 -5.492 -0.033
O -3.511 0.065 -4.878 -0.663
N -5.742 0.439 -5.037 0.289
C -6.780 1.004 -5.856 -0.976
C -5.989 -0.026 -3.728 -0.464
H -4.378 1.066 -6.430 0.352
H -7.218 1.824 -5.248 0.355
H -7.527 0.314 -6.205 0.298
H -6.363 1.514 -6.722 0.323
H -6.033 -1.113 -3.744 0.183
H -5.160 0.247 -3.048 -0.155
H -6.873 0.415 -3.276 0.377
C 1.878 -0.369 -4.179 -0.045
O 2.412 0.742 -4.008 -0.549
N 0.782 -0.528 -4.857 0.276
C 0.267 -1.849 -5.317 -0.756
C 0.162 0.578 -5.531 -0.683
H 2.218 -1.265 -3.674 0.312
H 0.626 -2.084 -6.328 0.353
H -0.817 -1.815 -5.328 0.189
H 0.573 -2.609 -4.633 0.242
H 0.360 1.479 -4.908 -0.045
H 0.493 0.637 -6.591 0.402
H -0.915 0.388 -5.533 0.245



# 4
50
Properties=species:S:1:pos:R:3:mulliken_charge:R:1 method="wB97M-V/def2-TZVPD" energy_ev=-37690.4053 de_lowest_kj_mol=0.0 orbital_gap_ev=7.3 lumo_ha=-0.252 charge=+2 homo_energy_ev=-14.199 mol_weight_g_mol=574.40
Au -0.280 -0.152 0.700 1.136
C 0.357 0.982 2.364 -1.726
C 0.152 2.389 2.024 1.126
C 1.162 3.107 1.371 -0.457
C 0.985 4.438 1.054 -0.770
C -0.214 5.069 1.388 0.597
C -1.223 4.370 2.051 -0.827
C -1.042 3.037 2.360 -0.282
C -0.409 6.452 1.048 -0.123
N -0.572 7.552 0.763 -0.380
H -0.296 0.584 3.136 0.515
H 1.392 0.689 2.505 0.622
H 2.097 2.617 1.128 0.420
H 1.764 5.000 0.559 0.479
H -2.134 4.884 2.325 0.488
H -1.816 2.493 2.884 0.468
N -1.266 -2.183 -4.490 -0.339
C -2.177 -2.852 -3.778 0.662
N -2.917 -3.780 -4.374 -0.356
N -2.401 -2.644 -2.479 -0.642
C -1.692 -1.819 -1.793 0.544
N -1.132 -1.073 -1.096 -0.631
H -1.134 -2.352 -5.473 0.206
H -0.737 -1.439 -4.070 0.182
H -2.837 -3.993 -5.353 0.202
H -3.586 -4.290 -3.822 0.234
N 1.633 -0.399 0.160 -0.515
C 2.731 -0.541 -0.141 0.621
C 4.097 -0.712 -0.499 0.581
C 4.822 -1.767 0.063 -0.405
C 6.152 -1.915 -0.278 -0.653
C 6.746 -1.023 -1.164 -0.330
C 6.018 0.024 -1.719 -0.670
C 4.687 0.189 -1.391 -0.378
H 4.347 -2.451 0.753 0.440
H 6.730 -2.724 0.147 0.420
H 7.789 -1.144 -1.424 0.412
H 6.493 0.712 -2.404 0.418
H 4.108 1.000 -1.811 0.458
C -2.630 -2.416 1.887 -0.859
N -3.493 -1.501 1.151 -0.140
C -3.235 -0.215 0.957 0.723
N -4.143 0.568 0.373 -0.407
O -2.145 0.334 1.360 -0.624
H -3.244 -3.048 2.524 0.387
H -1.958 -1.845 2.522 0.262
H -2.053 -3.043 1.207 0.270
H -4.350 -1.874 0.774 0.205
H -5.089 0.270 0.204 0.194
H -3.915 1.539 0.238 0.244